Entry 1:
Formula: C3H4ClN
Source: OMol25
Level of theory: ωB97M-V with the def2-TZVPD basis set

Positions of all 9 atoms, in Å:
C  0.057  1.221  -0.160
C  -0.972  0.649  0.199
C  -2.186  0.161  0.538
N  -3.258  -0.226  0.707
Cl  3.031  0.189  0.649
H  0.962  1.651  -0.415
H  -0.368  -2.148  -0.909
H  -0.989  -2.491  -0.541
H  3.723  0.994  -0.068

largest force on an atom: 4.692 eV Å⁻¹
LUMO level: 0.43 eV
DFT total energy: -17184.7981 eV
energy relative to the best compared isomer or geometry (same formula, charge and spin): 283.36 kJ/mol
HOMO energy: -10.868 eV
gap between HOMO and LUMO: 11.30 eV



Entry 2:
Formula: C4H14N2O
Source: OMol25
Level of theory: ωB97M-V with the def2-TZVPD basis set

Positions of all 21 atoms, in Å:
C  -1.881  -0.774  -1.255
C  -0.605  -0.352  -0.418
N  -0.223  -1.481  0.582
C  -1.089  0.904  0.360
C  0.033  1.579  1.141
N  1.180  1.872  0.350
H  -2.628  -0.002  -1.452
H  -2.413  -1.368  -0.528
H  -1.622  -1.554  -1.992
H  0.237  -0.113  -1.019
H  0.252  -2.216  0.088
H  -0.634  -1.420  1.460
H  -1.578  1.699  -0.224
H  -1.840  0.446  1.000
H  0.270  0.927  2.028
H  -0.538  2.391  1.533
H  1.868  2.480  0.713
H  1.400  1.221  -0.359
O  3.584  -1.343  -0.550
H  2.823  -1.468  -0.002
H  3.404  -1.426  -1.456

largest force on an atom: 5.393 eV Å⁻¹
LUMO level: 0.79 eV
DFT total energy: -9401.2803 eV
energy relative to the best compared isomer or geometry (same formula, charge and spin): 224.49 kJ/mol
HOMO energy: -8.686 eV
gap between HOMO and LUMO: 9.48 eV



Entry 3:
Formula: C13H37N2O4SiW
Source: OMol25
Level of theory: ωB97M-V with the def2-TZVPD basis set

Positions of all 58 atoms, in Å:
C  2.607  1.561  -2.895
W  -0.952  -0.117  -3.292
N  -1.844  -1.941  -2.698
N  -0.155  0.094  -5.229
H  -2.827  -1.666  -2.589
H  3.659  1.203  -2.794
H  2.205  2.015  -1.948
H  1.893  0.687  -3.211
H  2.609  2.467  -3.585
H  -1.006  0.191  -5.764
H  0.397  -0.673  -5.690
H  0.340  0.975  -5.401
H  -1.676  -2.552  -3.504
H  -1.455  -2.303  -1.798
C  -2.083  -3.471  0.934
C  -1.814  -1.989  1.131
C  -2.951  -1.133  0.576
C  -1.505  -1.676  2.582
O  -0.630  -1.666  0.284
Si  -0.182  -0.077  -0.010
O  -0.827  0.380  -1.426
O  -0.673  0.849  1.242
C  -0.978  2.254  1.453
C  -1.411  2.899  0.146
C  -2.087  2.340  2.483
C  0.271  2.927  1.991
O  1.450  -0.017  -0.177
C  2.612  -0.446  0.640
C  3.671  -1.001  -0.300
C  3.235  0.729  1.396
C  2.194  -1.533  1.626
H  -2.985  -3.720  1.497
H  -1.283  -4.113  1.305
H  -2.267  -3.754  -0.105
H  -3.892  -1.402  1.071
H  -2.749  -0.065  0.759
H  -3.044  -1.286  -0.518
H  -0.641  -2.250  2.935
H  -1.324  -0.607  2.727
H  -2.369  -1.939  3.211
H  -2.285  2.385  -0.270
H  -1.687  3.957  0.302
H  -0.598  2.866  -0.589
H  -1.784  1.915  3.444
H  -2.358  3.386  2.671
H  -2.993  1.825  2.154
H  0.585  2.478  2.940
H  1.102  2.849  1.284
H  0.090  3.992  2.178
H  4.023  -0.252  -1.017
H  4.539  -1.311  0.309
H  3.318  -1.874  -0.858
H  2.538  1.179  2.117
H  4.120  0.359  1.950
H  3.580  1.504  0.694
H  1.434  -1.159  2.327
H  1.786  -2.393  1.080
H  3.060  -1.880  2.230

largest force on an atom: 2.532 eV Å⁻¹
LUMO level (spin up / spin down): -3.92 / -3.33 eV
net charge: +1
DFT total energy: -34952.0212 eV
multiplicity: 3
energy relative to the best compared isomer or geometry (same formula, charge and spin): 0.00 kJ/mol
HOMO energy (spin up / spin down): -11.465 / -10.462 eV
gap between HOMO and LUMO (spin up / spin down): 7.54 / 7.13 eV
expectation value of S²: 2.107



Entry 4:
Formula: C3H10N7
Source: OMol25
Level of theory: ωB97M-V with the def2-TZVPD basis set

Positions of all 20 atoms, in Å:
H  1.798  1.924  -0.563
N  1.348  1.913  0.398
N  0.395  1.071  0.380
N  0.114  0.118  -0.494
N  1.022  -0.513  -1.283
N  2.176  -0.680  -0.790
N  2.969  -0.285  0.004
N  3.865  -0.623  0.693
H  4.508  0.142  0.867
C  -1.287  -0.519  -0.540
C  -2.210  0.635  -0.681
C  -1.426  -1.300  0.801
H  -0.210  1.200  1.335
H  -1.249  -1.163  -1.488
H  -3.057  0.039  -0.737
H  -2.170  1.407  0.171
H  -2.106  1.189  -1.680
H  -1.091  -2.355  0.760
H  -2.498  -1.350  1.228
H  -0.892  -0.852  1.620

largest force on an atom: 3.799 eV Å⁻¹
LUMO level (spin up / spin down): -5.40 / -5.40 eV
net charge: +1
DFT total energy: -13688.2657 eV
energy relative to the best compared isomer or geometry (same formula, charge and spin): 896.97 kJ/mol
HOMO energy (spin up / spin down): -13.289 / -13.289 eV
gap between HOMO and LUMO (spin up / spin down): 7.89 / 7.89 eV



Entry 5:
Formula: C19H23N3O3S
Source: OMol25
Level of theory: ωB97M-V with the def2-TZVPD basis set

Positions of all 49 atoms, in Å:
O  2.384  2.527  -1.001
C  1.665  1.652  -1.439
C  0.313  1.953  -2.095
N  -0.821  1.796  -1.197
C  -0.658  2.537  0.044
C  -1.983  2.536  0.803
N  -2.436  1.184  1.059
S  -1.693  0.394  2.346
O  -0.647  -0.499  1.920
O  -1.380  1.379  3.337
C  -3.080  -0.588  2.910
C  -3.047  -1.965  2.819
C  -4.141  -2.698  3.251
C  -5.249  -2.044  3.766
C  -5.269  -0.660  3.855
C  -4.178  0.074  3.423
C  -2.503  0.393  -0.149
C  -1.178  0.416  -0.916
N  1.960  0.339  -1.343
C  3.160  -0.150  -0.692
C  4.089  -0.799  -1.684
C  4.419  -2.143  -1.590
C  5.261  -2.724  -2.523
C  5.774  -1.967  -3.562
C  5.444  -0.625  -3.665
C  4.607  -0.044  -2.730
H  0.155  1.314  -2.968
H  0.331  2.998  -2.419
H  -0.361  3.559  -0.197
H  0.113  2.091  0.694
H  -1.868  3.025  1.770
H  -2.756  3.042  0.217
H  -2.163  -2.440  2.421
H  -4.128  -3.776  3.188
H  -6.100  -2.616  4.104
H  -6.133  -0.157  4.261
H  -4.154  1.150  3.483
H  -2.758  -0.629  0.136
H  -3.302  0.806  -0.773
H  -1.302  -0.116  -1.864
H  -0.426  -0.097  -0.299
H  1.361  -0.346  -1.774
H  2.882  -0.853  0.099
H  3.635  0.727  -0.242
H  4.021  -2.737  -0.780
H  5.517  -3.770  -2.439
H  6.430  -2.421  -4.290
H  5.844  -0.031  -4.473
H  4.352  1.003  -2.801

largest force on an atom: 1.060 eV Å⁻¹
LUMO level: 0.61 eV
DFT total energy: -41524.2830 eV
energy relative to the best compared isomer or geometry (same formula, charge and spin): 233.56 kJ/mol
HOMO energy: -8.562 eV
gap between HOMO and LUMO: 9.17 eV



Entry 6:
Formula: C5H8IN2
Source: OMol25
Level of theory: ωB97M-V with the def2-TZVPD basis set

Positions of all 16 atoms, in Å:
C  -1.556  0.039  -1.143
C  -0.909  -1.072  -1.609
C  0.457  -0.964  -1.941
C  1.410  -0.449  -1.154
N  1.223  0.051  0.054
C  0.802  -0.162  1.160
N  0.917  0.964  2.093
I  -0.313  -1.956  2.039
H  -2.564  0.095  -0.988
H  -1.106  0.991  -0.911
H  -1.391  -2.056  -1.624
H  0.814  -1.295  -2.946
H  2.380  -0.137  -1.420
H  1.456  1.678  1.543
H  1.438  0.595  2.932
H  -0.042  1.351  2.395

largest force on an atom: 3.505 eV Å⁻¹
LUMO level: -4.46 eV
net charge: +1
DFT total energy: -16385.6430 eV
energy relative to the best compared isomer or geometry (same formula, charge and spin): 268.60 kJ/mol
HOMO energy: -12.411 eV
gap between HOMO and LUMO: 7.95 eV